[1]
C24H29AsO4Re | ωB97M-V/def2-TZVPD

Its total charge is +4. As for the HOMO energy (alpha / beta): -19.8 / -19.6 eV. Its spin multiplicity is 2.

Structure (XYZ):
```
59
C24H29AsO4Re (ωB97M-V/def2-TZVPD)
Re 0.09 -0.98 1.11
C -0.69 -1.29 4.34
O -0.25 -1.88 3.10
C 0.35 -3.18 3.29
C 0.48 -3.83 1.92
O 1.02 -2.94 0.94
C 2.45 -2.83 0.82
C 3.00 -1.76 1.76
O 2.17 -0.59 1.59
C 2.56 0.52 2.39
H -1.45 -1.93 4.81
H 0.14 -1.17 5.03
H -1.12 -0.32 4.12
H 1.31 -3.07 3.81
H -0.29 -3.80 3.93
H 1.07 -4.75 1.97
H -0.52 -4.10 1.53
H 2.92 -3.80 1.00
H 2.62 -2.53 -0.22
H 2.99 -2.07 2.81
H 4.03 -1.52 1.48
H 3.57 0.85 2.11
H 1.86 1.33 2.18
H 2.56 0.27 3.45
O 0.40 -0.29 -0.79
As -0.51 0.98 -1.49
C -1.55 0.24 -3.01
C -2.93 0.43 -3.02
C -3.67 -0.20 -4.01
C -3.01 -0.89 -5.02
C -1.64 -1.10 -4.99
C -0.88 -0.48 -3.99
C 0.86 2.26 -2.12
C 0.74 3.63 -1.90
C 1.83 4.44 -2.20
C 2.96 3.89 -2.79
C 3.06 2.52 -3.03
C 1.99 1.70 -2.71
C -1.61 1.27 0.13
C -1.90 2.47 0.74
C -2.60 2.47 1.95
C -2.99 1.28 2.55
C -2.73 0.07 1.93
C -1.99 0.02 0.73
H -3.44 1.03 -2.27
H -4.75 -0.13 -3.99
H -3.58 -1.21 -5.89
H -1.15 -1.71 -5.73
H 0.19 -0.61 -3.98
H -0.16 4.07 -1.49
H 1.77 5.50 -1.99
H 3.75 4.55 -3.14
H 3.95 2.10 -3.47
H 2.06 0.63 -2.88
H -1.64 3.42 0.28
H -2.86 3.42 2.41
H -3.56 1.31 3.48
H -3.13 -0.85 2.35
H -2.15 -0.85 0.06
```

Atomic partial charges in e from the Löwdin method, atoms 1 to 8:
1. Re 1.9034
2. C 0.0090
3. O -0.3406
4. C -0.0969
5. C -0.0847
6. O -0.2491
7. C -0.0806
8. C -0.0929

[2]
C4H12NOS | ωB97M-V/def2-TZVPD

The energy above the lowest of the compared OMol25 structures with the same formula, charge and spin comes out at 0.619 eV. Its total charge is -1. As for the HOMO energy: -2.5 eV.

Structure (XYZ):
```
19
C4H12NOS (ωB97M-V/def2-TZVPD)
C -1.74 0.14 1.19
N -0.82 -0.43 0.19
C 0.55 0.11 0.23
C 1.32 -0.46 -0.98
S 2.77 0.53 -1.43
C 1.27 -0.17 1.53
H -2.63 0.58 0.72
H -2.10 -0.58 1.92
H -1.25 0.99 1.66
H -0.96 -1.42 0.28
H 0.45 1.19 0.09
H 1.59 -1.49 -0.68
H 0.60 -0.52 -1.79
H 0.99 0.47 2.37
H 2.33 0.09 1.34
H 1.20 -1.22 1.81
H -0.54 1.04 -3.17
H -1.56 0.36 -2.20
O -1.47 0.80 -3.07
```

Atomic partial charges in e from the Löwdin method, atoms 1 to 8:
1. C -0.1395
2. N -0.1151
3. C -0.5291
4. C -0.7714
5. S 0.1066
6. C -0.1087
7. H 0.0591
8. H 0.0617